A structure of composition C27H41ClN2O6PReSSe, computed with wB97M-V/def2-TZVPD.

Calculated values
- HOMO-LUMO gap (alpha / beta): 6.744 / 7.014 eV
- Expectation value of S²: 0.759
- Charge: -1
- 2S+1: 2
- Energy relative to the best compared isomer or geometry (same formula, charge and spin): 0.0 kcal per mole
- Largest force on an atom: 0.47 eV/Å
- E_tot: -144057.666 eV

Atoms and positions in Å:
Re 0.251127 -0.525216 -0.015492
C -2.991859 4.206216 5.020604
C -2.553034 2.867518 4.491514
C -3.127291 2.335442 3.340149
C -2.736588 1.097130 2.855551
C -1.751264 0.385042 3.520937
C -1.183704 0.882869 4.684777
C -1.581809 2.123332 5.158851
S -1.219537 -1.179703 2.881747
O -0.806424 -1.959175 4.021412
O -2.285816 -1.666153 2.047096
N 0.092768 -0.898741 1.939128
C 1.307369 -0.586228 2.711758
C 2.115167 0.474724 1.976706
O 2.938666 1.153913 2.557718
O 1.866983 0.536137 0.699870
H -3.348074 4.847989 4.215068
H -2.174875 4.716690 5.531148
H -3.808305 4.089786 5.737235
H -3.871342 2.900882 2.792281
H -3.169707 0.699463 1.950061
H -0.445390 0.300510 5.218260
H -1.128155 2.520658 6.059632
H 1.928754 -1.482705 2.795537
H 1.097247 -0.234994 3.718733
N 0.038540 2.608539 1.944123
C -0.641087 3.061204 0.743267
C -1.685496 2.066832 0.235554
O -2.772933 2.484769 -0.147347
O -1.367697 0.817052 0.242843
H -0.484215 2.844011 2.778427
H 0.974116 2.982336 2.032401
H 0.087095 3.152010 -0.065709
H -1.145547 4.028149 0.835634
C 6.655161 1.042664 -3.395694
C 5.177072 0.925994 -3.135037
C 4.501604 1.871101 -2.379140
C 3.140948 1.764856 -2.103485
C 2.466224 2.858764 -1.327269
C 2.435326 0.657329 -2.585373
Se 0.536504 0.433260 -2.244097
C 3.084390 -0.278068 -3.402630
C 2.366191 -1.439889 -4.041839
C 4.444482 -0.131722 -3.655178
H 7.061622 1.948117 -2.945404
H 6.870408 1.071224 -4.466056
H 7.193991 0.190432 -2.976564
H 5.046450 2.720809 -1.980763
H 3.183903 3.632966 -1.053142
H 2.032476 2.453513 -0.417079
H 1.672296 3.315239 -1.924628
H 1.354969 -1.173724 -4.345324
H 2.285987 -2.282345 -3.352085
H 2.916318 -1.783791 -4.919037
H 4.939743 -0.866405 -4.283569
C -3.376444 -0.378689 -2.073477
C -3.174782 -1.407102 -0.961662
P -1.471974 -2.068753 -0.883331
C -1.164516 -2.635335 -2.602137
C -2.194551 -3.602032 -3.176950
C -1.532642 -3.675724 0.024354
C -2.908439 -4.272915 0.298410
H -4.433854 -0.117770 -2.145987
H -3.069447 -0.759763 -3.049622
H -2.828335 0.535462 -1.857555
H -3.863273 -2.246756 -1.078144
H -3.361604 -0.959151 0.013335
H -0.169244 -3.086856 -2.606073
H -1.077795 -1.739042 -3.218455
H -2.247985 -4.524218 -2.596878
H -1.936522 -3.871581 -4.202875
H -3.191677 -3.158968 -3.194212
H -1.005650 -3.521112 0.962854
H -0.912088 -4.367553 -0.553626
H -3.493815 -3.605216 0.929216
H -2.799582 -5.220734 0.829309
H -3.472009 -4.466961 -0.615709
Cl 1.922733 -3.393000 0.674462
C 1.722676 -2.007217 -0.500883
H 1.557345 -2.504349 -1.452958
H 2.699749 -1.525275 -0.537489

Force components x, y, z for each atom (eV/Å):
Re -0.315 -0.352 0.042
C 0.003 0.003 -0.005
C 0.004 -0.009 0.017
C 0.006 -0.019 -0.004
C -0.007 -0.003 0.015
C 0.005 -0.039 0.015
C -0.011 0.031 0.021
C -0.011 -0.002 -0.012
S 0.056 -0.023 -0.030
O 0.000 -0.029 -0.034
O -0.014 -0.007 -0.074
N 0.052 0.139 0.104
C 0.029 -0.042 -0.025
C -0.067 -0.122 0.009
O 0.064 0.041 0.013
O -0.071 0.230 0.023
H -0.001 0.000 -0.003
H 0.002 -0.002 0.002
H -0.003 0.003 0.002
H -0.006 0.009 0.002
H -0.008 -0.005 0.000
H -0.005 -0.009 -0.001
H -0.004 0.004 0.003
H -0.023 0.022 0.026
H -0.020 0.033 -0.026
N 0.022 0.009 0.103
C 0.019 -0.037 -0.106
C -0.007 0.136 -0.067
O -0.044 -0.040 0.019
O 0.117 -0.081 0.005
H 0.034 0.009 -0.027
H 0.005 -0.026 -0.036
H 0.022 -0.003 0.023
H -0.006 -0.009 0.034
C 0.003 0.003 -0.001
C -0.017 -0.009 -0.005
C 0.010 -0.032 0.040
C -0.028 0.029 -0.010
C 0.050 0.012 -0.056
C -0.068 0.008 -0.037
Se 0.119 0.152 -0.167
C 0.008 -0.024 -0.034
C 0.033 -0.025 0.009
C 0.005 0.030 0.000
H 0.000 0.006 -0.002
H -0.005 -0.004 -0.002
H 0.005 -0.001 0.000
H 0.000 0.006 -0.003
H 0.003 0.003 -0.023
H -0.012 -0.035 0.041
H -0.022 -0.020 0.040
H -0.001 0.016 -0.013
H -0.013 0.006 -0.006
H 0.009 -0.003 0.009
H 0.008 -0.004 0.006
C -0.016 -0.031 0.012
C -0.020 -0.007 0.008
P 0.105 0.037 0.181
C 0.015 0.057 -0.082
C 0.004 -0.007 0.014
C 0.042 -0.029 -0.017
C -0.006 0.008 0.018
H 0.008 0.035 0.039
H -0.002 0.009 0.010
H 0.044 0.031 0.000
H 0.010 -0.003 -0.018
H -0.012 0.014 -0.013
H -0.006 -0.019 0.030
H -0.011 -0.017 -0.008
H -0.001 -0.012 0.002
H 0.006 -0.004 -0.002
H -0.002 -0.006 0.005
H -0.022 0.010 0.002
H -0.023 0.002 -0.014
H 0.001 0.001 -0.001
H 0.000 -0.003 -0.002
H 0.002 -0.005 -0.010
Cl -0.037 0.001 0.027
C 0.046 0.000 -0.011
H -0.014 0.007 0.017
H -0.017 0.004 0.000